1.
This record from the OMol25 dataset describes a cluster of 13 separate species, C15H56N12O13 in total at a distorted geometry. The level of theory is ωB97M-V/def2-TZVPD.

Geometry as XYZ:
```
96
Properties=species:S:1:pos:R:3:mulliken_charge:R:1
O -4.4313 -11.2801 -9.8128 -0.7536
O -9.3618 -5.9928 -7.3583 -0.5970
O -7.3964 -11.9312 -3.4329 -0.7145
O -2.6836 -10.9086 -3.9525 -0.7456
O -7.8515 -12.7297 -6.2484 0.3704
O -10.5277 -11.4798 -4.1802 -0.6314
O -11.4037 -7.1381 -5.9810 -0.4742
O -5.4335 -8.5524 -8.9584 -0.7495
O -1.3834 -8.2230 -8.3635 -0.7592
O -3.9921 -5.9088 -6.4871 -0.8264
O -7.5731 -7.6661 -2.3603 -0.6159
O -7.3458 -9.6025 -5.3197 1.5880
O -9.1446 -10.2020 -9.1474 -0.7257
N -6.6888 -10.1748 -2.0345 -0.4080
N -6.0596 -12.3076 -8.4357 0.0087
N -10.4388 -8.8039 -7.7852 -0.2430
N -5.3303 -5.9062 -8.3789 -0.0131
N -4.7078 -9.6976 -4.3838 0.0495
N -4.7024 -10.8894 -7.4990 0.3031
N -8.8450 -10.6040 -2.0886 -0.2468
N -9.9638 -10.6659 -7.0176 -0.0047
N -2.9965 -8.4162 -6.5715 0.0328
N -1.6790 -10.0971 -6.9617 -0.2242
N -5.1359 -3.9352 -7.1853 -0.3184
N -4.7135 -11.7864 -4.8708 -0.1742
C -10.4019 -12.8006 -3.6553 -0.8272
C -8.2749 -14.0756 -6.4459 0.1352
C -6.9548 -6.8197 -3.2515 0.0072
C -11.4967 -7.3284 -4.6110 -0.9342
C -9.8334 -9.9250 -8.0209 0.4556
C -7.1131 -14.8541 -6.9316 -1.6804
C -8.3739 -5.3716 -6.6362 -0.3125
C -4.8460 -5.2050 -7.3373 0.5010
C -4.0030 -10.8378 -4.3545 0.3911
C -6.5880 -8.3150 -9.7241 -0.6868
C -10.2344 -8.0893 -4.0751 0.4456
C -5.0978 -11.4682 -8.6197 0.1916
C -6.9603 -8.8818 -6.3857 0.3856
C -7.6404 -10.9199 -2.5254 0.0808
C -1.9797 -8.8752 -7.3044 0.7198
H -11.3845 -13.0049 -3.3203 0.3945
H -10.7266 -8.3919 -6.8919 -0.0311
H -10.2527 -8.0053 -3.0117 0.5529
H -5.7300 -10.0948 -2.4863 0.2929
H -5.6033 -9.4933 -4.8437 -0.5700
H -3.6392 -9.0331 -6.0484 0.1564
H -5.4049 -6.9274 -8.3585 0.0313
H -4.0763 -8.9150 -4.0953 0.3072
H -10.1907 -13.5007 -4.4407 0.2095
H -3.8713 -10.2851 -7.5622 0.2648
H -6.6739 -9.7285 -1.1467 0.3873
H -6.1505 -7.3160 -3.7987 -0.1098
H -6.9174 -14.7445 -8.0059 0.3506
H -7.4295 -6.0494 -6.5497 0.0037
H -6.4990 -5.9893 -2.6992 0.3548
H -5.0091 -11.1533 -6.5333 -0.5429
H -10.3714 -8.0448 -8.4401 0.3648
H -3.3711 -7.4805 -6.7601 0.1238
H -1.9321 -10.5676 -6.0889 0.1762
H -7.2402 -8.5842 -2.3296 0.4269
H -4.8510 -3.3981 -6.3733 0.2451
H -7.7184 -8.2243 -6.8050 -0.3605
H -9.3269 -7.5622 -4.4655 -0.3608
H -8.7435 -5.0731 -5.6325 0.2404
H -11.3958 -11.4688 -4.6794 0.3418
H -0.9484 -10.5942 -7.4514 0.2335
H -5.9979 -5.3687 -9.0530 0.2766
H -5.3039 -9.4531 -8.7498 0.0045
H -4.1730 -12.6376 -5.0607 0.2053
H -7.3881 -7.8590 -9.1639 0.1271
H -7.7086 -6.3156 -3.9108 -0.0636
H -9.3661 -11.4784 -6.9621 0.0106
H -8.2369 -9.9194 -5.3012 -0.8426
H -7.0306 -9.2699 -10.0247 0.3596
H -12.2415 -6.7228 -6.2629 0.2248
H -9.8794 -6.5942 -6.8154 0.3182
H -12.3546 -7.9599 -4.3925 0.3827
H -5.6919 -3.3375 -7.8236 0.2238
H -10.5981 -10.5281 -6.2524 0.0455
H -5.7195 -11.8921 -4.6751 0.0579
H -8.4629 -14.4678 -5.4249 0.2921
H -6.4030 -12.6276 -7.4998 -0.2568
H -9.0993 -14.2513 -7.0863 0.3112
H -7.3496 -15.9144 -6.7135 0.4178
H -8.0990 -12.5469 -5.3313 -0.2754
H -6.3852 -7.7335 -10.6615 0.2264
H -9.6640 -10.9661 -2.6690 0.1717
H -8.1197 -4.4238 -7.0911 0.2901
H -10.2018 -9.0858 -4.3615 -0.4850
H -6.6944 -9.6551 -7.1042 0.6700
H -9.0667 -9.7713 -1.5976 0.3497
H -6.0602 -8.2732 -6.2167 0.0344
H -9.6370 -13.0556 -2.8879 0.3139
H -6.1850 -14.5946 -6.4963 0.3590
H -6.3058 -12.8487 -9.2954 0.2964
H -11.6714 -6.4496 -4.0211 0.4711
```

The value obtained for the energy relative to the best compared isomer or geometry (same formula, charge and spin) is 164.1 kcal/mol. The HOMO energy comes out at -0.286 Ha. The orbital gap is 7.11 eV. The LUMO energy comes out at -0.66 eV. As for the total charge: 0.

2.
This record from the OMol25 dataset describes a cluster of 14 separate species, C15H58N10O19 in total at a distorted geometry. The level of theory is ωB97M-V/def2-TZVPD.

Geometry as XYZ:
```
102
Properties=species:S:1:pos:R:3:mulliken_charge:R:1
O -1.5149 -0.5477 -0.4572 0.1363
O 5.9620 -0.8275 -3.9283 -0.5643
O 1.5870 -3.6241 -1.8037 -0.7612
O 1.0808 1.8023 5.1507 -0.5283
O -3.2939 0.2392 -2.9377 -0.3351
O 4.0626 -2.5728 -1.9188 -0.5983
O -2.8495 -6.0983 -1.9931 -0.5028
O -3.7636 2.9631 -1.8756 -0.4067
O 0.3143 4.5035 0.7310 -0.6927
O 1.1657 -2.6539 5.1085 -0.6421
O -2.6770 -3.3149 -3.1494 -0.3643
O 2.3671 -2.3619 2.3325 -0.7287
O -1.0977 -3.3795 -0.7502 -0.3599
O -3.8007 0.1579 1.0100 -0.6467
O 2.1426 1.8057 2.4395 0.0760
O 3.1771 2.2396 -2.7219 -0.6991
O 3.7493 -0.5209 0.8110 -0.3689
O 0.1509 -0.9992 1.5828 -0.1793
O -2.8249 -2.4489 1.3839 -0.6096
N -1.0687 3.5250 -0.7238 -0.1376
N -1.9459 4.5760 0.9610 -0.4165
N 5.1222 0.9805 1.8314 -0.3888
N 2.2217 4.1550 -2.1569 -0.3983
N -6.0545 0.1015 1.1022 -0.4834
N 1.9999 2.5945 -0.9017 0.0298
N -0.0831 -0.8280 4.6563 -0.3717
N 5.8734 -0.8109 0.7159 -0.4747
N -4.9918 0.1573 -0.8736 -0.1977
N 0.5703 -1.3429 6.7174 -0.3704
C 1.2320 2.9498 4.4181 -0.7947
C 2.4481 2.8961 -2.0586 0.7154
C 2.2604 2.9420 3.2435 -0.4303
C 5.2500 -0.5505 -2.7010 -0.3943
C -0.7998 4.1739 0.4216 0.6026
C 4.8692 -0.1315 1.1656 0.5240
C -0.2773 0.1211 -0.5399 0.2070
C -3.6143 2.6438 -3.3026 -0.4389
C 3.9046 -1.3235 -2.5103 0.3956
C 0.6117 -1.6487 5.4696 0.5217
C -4.8720 0.1234 0.4224 0.6228
C -3.5161 -5.5816 -3.0894 -0.5150
C -2.6764 -4.4960 -3.9138 -0.3084
C -4.0569 1.1808 -3.6372 -0.6667
C 0.3098 0.1870 0.8217 -0.2728
H -4.1926 3.3826 -3.8572 0.4714
H 2.0646 3.8791 2.7224 0.2590
H 0.3219 -0.4684 -1.2354 0.2276
H -0.3188 1.0508 -1.1076 -0.0302
H 2.2949 1.7054 -0.5240 -0.2844
H -2.5747 2.7806 -3.6008 0.2275
H -1.5798 -2.9293 -0.0549 0.3349
H 6.0784 1.1673 2.0955 0.1688
H -3.9222 1.0259 -4.7079 0.3555
H -2.0177 3.1959 -0.8321 -0.0421
H 0.3067 3.2165 3.9053 0.2672
H -5.9856 0.2728 2.0944 0.2763
H 6.7954 -0.4026 0.6678 0.1853
H -6.7903 0.2595 0.4298 0.1375
H -1.9218 5.0646 1.8440 0.2279
H 5.6615 -1.6624 0.2163 0.2362
H 1.3837 0.3155 0.6861 -0.1995
H 0.8700 -2.9890 -1.7824 0.2823
H 2.8354 4.6394 -2.7960 0.2379
H -0.3331 0.0980 4.9695 0.2014
H -4.3633 3.7096 -1.8070 0.2132
H 1.7394 1.0883 2.9350 0.0516
H -5.8711 0.0683 -1.3614 0.2534
H 1.8059 4.7133 -1.4261 0.1929
H -2.7611 -1.6121 0.9211 -0.0212
H -4.5591 -5.3084 -2.9263 0.2481
H -3.8801 -0.5208 -2.9780 0.2647
H -1.7289 -0.7760 -1.3652 -0.1972
H 1.3978 3.7252 5.1668 0.4926
H -0.6475 -4.0976 -0.3043 0.2117
H -1.6482 -4.7285 -4.1916 0.2589
H 4.9590 0.4990 -2.6548 0.2333
H 0.5518 1.9310 5.9411 0.3202
H -3.0528 -2.2093 2.2827 0.3391
H 3.2394 2.9713 3.7234 0.3590
H 2.8293 -1.9332 1.6104 0.3487
H 4.4673 1.7487 1.8341 0.1793
H -0.1490 -0.7375 7.0850 0.1745
H -3.2126 -4.2197 -4.8219 0.2590
H -2.2443 -3.4974 -2.3109 0.2269
H -3.1291 -5.5487 -1.2570 0.3174
H -2.7860 4.1378 0.6133 0.1416
H 1.5807 3.2750 -0.2849 0.0413
H 1.5766 -4.0272 -0.9349 0.3045
H -3.7195 -6.4235 -3.7526 0.3817
H -4.1955 0.3820 -1.4560 0.0598
H 3.4133 -1.5307 -3.4618 0.5188
H -0.7734 -1.2079 1.4231 0.3593
H 3.1900 -0.7531 -1.9160 -0.3741
H 3.1838 -2.9604 -1.8679 0.5132
H -0.0101 -1.0432 3.6724 0.2086
H -0.3864 3.2217 -1.4029 0.2500
H 6.3299 0.0128 -4.2113 0.3255
H 1.0385 -1.9230 7.3979 0.2602
H -5.0759 1.0085 -3.2898 0.3794
H -0.0994 1.0031 1.4177 0.2600
H 1.4406 -2.2003 2.1511 0.2535
H 5.9202 -0.7948 -1.8767 0.0669
```

The HOMO energy comes out at -0.313 Ha. The orbital gap is 8.25 eV. The LUMO energy comes out at -0.27 eV. As for the total charge: 0.